DFT (wB97M-V/def2-TZVPD) results for C3H6N2O in the gas phase.

Summary:
molar mass: 86.09 Da
E_LUMO: 0.027 Ha
strongest force on any atom: 0.6 eV/A
gap between HOMO and LUMO: 9.91 eV
HOMO energy: -9.1731 eV
structure (SMILES): C/N=C(\N)C=O

Geometry (Å):
C  -1.76144  -0.01808  0.16861
N  -0.50011  -0.55881  0.60740
C  0.57502  -0.26479  -0.01274
N  0.75940  0.27258  -1.25623
C  1.68501  -0.19005  0.99130
O  2.40390  0.77805  1.06449
H  -1.92101  0.04060  -0.91616
H  -2.58557  -0.57184  0.62304
H  -1.79835  1.00321  0.56612
H  1.70423  0.34969  -1.59453
H  0.05387  0.13761  -1.96208
H  1.64124  -0.97615  1.76579

Cartesian forces, eV/Å:
-0.26 -0.04 -0.12
0.26 0.18 0.05
-0.24 0.12 0.23
-0.07 -0.02 0.01
0.20 0.22 0.14
0.09 -0.50 -0.20
0.02 -0.11 0.06
0.11 0.01 -0.15
-0.16 -0.03 -0.14
-0.03 0.06 0.09
0.01 0.05 0.14
0.06 0.06 -0.10